[1]
Here is 2 unconnected molecules or ions with the total composition C28H25FO4S2 at a distorted geometry from the OMol25 dataset. Energies are from ωB97M-V with the def2-TZVPD basis set.

Each line ends with the Mulliken charge.
CARTESIAN COORDINATES (ANGSTROEM)
1 S -1.3313 2.3105 -2.8709  1.1404
2 S 0.8257 1.0383 -1.1975  1.9136
3 F 0.5858 0.7293 -3.7733  -0.2675
4 O -0.0615 -0.0309 -0.7495  -0.5530
5 O -1.5738 2.9688 -1.6024  -0.6140
6 O 1.0616 2.1964 -0.3569  -0.7948
7 O -1.4522 3.0021 -4.1345  -0.7057
8 C -3.0856 0.4930 -1.7683  -0.1879
9 C 3.8219 -1.4062 -2.4071  -0.7340
10 C 3.7198 -0.5791 2.3882  1.2394
11 C -4.0605 -1.3542 -2.9762  -0.5408
12 C -3.4385 -0.9219 -4.1505  -0.4848
13 C -3.8192 0.8144 1.9575  -0.4611
14 C 1.3914 -0.8300 1.7691  -0.2091
15 C 5.1042 -1.1367 2.4801  -1.4469
16 C -2.6450 0.2263 -4.1411  -0.6163
17 C -2.5571 1.3275 1.7346  -0.6390
18 C -1.3855 0.5772 2.0594  1.2676
19 C -2.4636 0.9124 -2.9404  0.2702
20 C -0.1213 1.1702 1.8681  -1.1012
21 C -2.8525 -1.2523 2.7503  -1.0981
22 C 3.4803 0.7648 2.7070  -0.8566
23 C -3.9863 -0.5017 2.4163  1.1762
24 C 1.1358 0.5388 2.0763  1.2398
25 C 3.5637 0.9702 -0.9667  -0.2314
26 C 2.5502 -0.9177 -2.1109  -0.5830
27 C 2.2253 1.3143 2.5522  -0.7188
28 C -1.5824 -0.7194 2.6208  -0.4804
29 C 2.6560 -1.3658 1.9333  -1.0976
30 C -3.8797 -0.6541 -1.7804  -0.3067
31 C 2.4319 0.2929 -1.4256  -0.0421
32 C 0.3069 1.5619 -2.7579  -0.5132
33 C -5.3568 -1.0768 2.5869  -1.5850
34 C 4.8294 0.4476 -1.2206  -0.7746
35 C 4.9577 -0.7201 -1.9731  -0.4022
36 H -0.7202 -1.2930 2.9583  0.7191
37 H -4.7022 1.4227 1.7559  0.3600
38 H -5.8140 -0.7490 3.5324  0.3695
39 H 2.8400 -2.4137 1.6852  0.3282
40 H 3.9158 -2.3207 -2.9913  0.3983
41 H 5.6318 -0.7126 3.3429  0.4074
42 H -2.9854 -2.2697 3.1225  0.3706
43 H 3.4323 1.8984 -0.4153  0.5243
44 H 5.0757 -2.2276 2.5722  0.3832
45 H -5.3160 -2.1723 2.5972  0.3872
46 H -2.4240 2.3252 1.3104  0.2221
47 H 5.9487 -1.0899 -2.2333  0.4036
48 H 0.5907 -1.4486 1.3663  0.5213
49 H -6.0193 -0.7578 1.7730  0.3667
50 H -4.3531 -0.9820 -0.8541  0.3681
51 H 2.0401 2.3679 2.7703  0.3814
52 H 5.7064 0.9792 -0.8522  0.4592
53 H -0.1155 2.2475 1.7115  0.3288
54 H -2.9393 1.0737 -0.8600  0.2535
55 H 1.6488 -1.4551 -2.4009  0.4864
56 H -3.5669 -1.4685 -5.0845  0.3719
57 H 4.3051 1.3866 3.0568  0.3952
58 H -2.1599 0.5960 -5.0423  0.4066
59 H -4.7033 -2.2339 -2.9980  0.3713
60 H 5.6890 -0.8928 1.5807  0.2147

Properties
calculated total energy	-2279.0090	Ha
frontier orbital gap	3.63	eV
highest occupied orbital energy	-6.27	eV
molar mass	508.64	g mol⁻¹



[2]
Here is a molecular structure, C28H25LiN5Te at a distorted geometry from the OMol25 dataset. Energies are from ωB97M-V with the def2-TZVPD basis set.

Each line ends with the Mulliken charge.
CARTESIAN COORDINATES (ANGSTROEM)
1 Te -1.0819 -0.5457 0.6397  0.1472
2 N -1.5190 2.2665 -1.6097  -0.2526
3 N -2.6154 4.1460 -1.2061  -0.0941
4 N 3.7014 1.2805 0.3648  0.0645
5 N 0.3427 2.7880 0.3488  -0.1053
6 N 1.9299 0.9984 -0.9312  -0.5303
7 C 1.7617 2.8719 0.6504  -1.0459
8 C 3.9730 0.1692 -0.4061  0.5218
9 C 1.5504 -0.7128 2.2093  -0.2544
10 C -5.3444 2.4933 -3.0810  -0.4371
11 C -1.4645 3.4509 -1.0537  0.0848
12 C 1.3301 -2.4444 0.5797  -0.3213
13 C -3.3649 1.1069 -2.8534  -0.5929
14 C -2.3498 -3.3802 0.9460  -0.1333
15 C -2.9480 -3.1063 3.6400  -0.6190
16 C 2.4683 1.7197 0.0165  0.4116
17 C 5.0405 -0.7129 -0.4689  -1.0587
18 C 3.8202 -1.9019 -2.2010  -0.6910
19 C 2.7759 -1.2261 2.5918  -0.8318
20 C 2.7575 -1.0278 -2.1418  -0.6651
21 C -0.2506 3.9244 -0.3319  -0.4928
22 C -2.3956 -2.0492 2.9402  -0.2180
23 C 2.8386 0.0118 -1.2280  0.5743
24 C 3.2795 -2.3547 1.9703  -0.4602
25 C -4.7799 3.5413 -2.3807  -0.9910
26 C 4.9386 -1.7463 -1.3786  -0.5425
27 C -2.9020 -4.4392 1.6480  -0.5697
28 C 0.8214 -1.3149 1.1988  0.0500
29 C -2.0806 -2.1891 1.5975  -0.0136
30 C -3.4840 3.3514 -1.9246  0.5262
31 C 2.5520 -2.9659 0.9637  -0.5864
32 C -3.1884 -4.3072 2.9956  -0.4533
33 C -2.7729 2.1558 -2.1621  0.3855
34 C -4.6529 1.2986 -3.3056  -0.6753
35 Li 0.0316 1.1993 -1.1472  1.1182
36 H 2.1847 3.8057 0.2634  0.3762
37 H -3.1075 -5.3705 1.1413  0.3941
38 H 4.2302 -2.7625 2.2780  0.4540
39 H -3.1872 -2.9902 4.6866  0.3888
40 H 1.1513 0.1583 2.7129  0.5182
41 H -5.1436 0.5062 -3.8476  0.4032
42 H 3.7889 -2.7297 -2.8910  0.4242
43 H -2.7999 5.0781 -0.8715  0.2249
44 H 0.4668 4.2889 -1.0744  0.3738
45 H 1.8874 -1.1270 -2.7726  0.4697
46 H 3.3328 -0.7545 3.3882  0.4452
47 H -2.1315 -3.4876 -0.1081  0.3724
48 H -0.1857 2.5888 1.1905  0.2238
49 H 4.3052 1.6838 1.0636  0.2359
50 H -6.3492 2.5944 -3.4594  0.3978
51 H -5.3214 4.4581 -2.2020  0.3972
52 H -2.8212 0.1897 -3.0214  0.4387
53 H 0.7677 -2.9247 -0.2098  0.3765
54 H 2.9401 -3.8469 0.4735  0.4626
55 H -0.5116 4.7566 0.3412  0.2578
56 H 5.7411 -2.4607 -1.4556  0.4261
57 H 5.9045 -0.6155 0.1688  0.4821
58 H -2.2038 -1.1091 3.4407  0.3521
59 H -3.6022 -5.1387 3.5452  0.3823
60 H 1.9453 2.8595 1.7299  0.4744

Properties
calculated total energy	-1631.2404	Ha
total charge	+1
frontier orbital gap	8.79	eV
highest occupied orbital energy	-10.91	eV
molar mass	566.08	g mol⁻¹



[3]
Here is a molecular structure, C28H25N5O2SV at a distorted geometry from the OMol25 dataset. Energies are from ωB97M-V with the def2-TZVPD basis set.

Each line ends with the Mulliken charge.
CARTESIAN COORDINATES (ANGSTROEM)
1 V -2.0434 -0.0934 -0.1417  0.6667
2 S 0.7703 1.0356 0.5160  0.9955
3 O -2.8543 1.2732 -0.2783  -0.7816
4 O -0.0108 -0.0376 -0.2409  -0.7506
5 N -1.3328 -0.9235 -4.3337  0.0575
6 N -1.9243 -0.8735 -2.0854  0.2030
7 N -1.8874 -0.5905 1.8436  0.0746
8 N -3.1710 -1.7166 -0.1052  0.1426
9 N -3.4467 -2.4048 -1.2442  -0.6675
10 C 0.9866 4.1630 1.2647  -0.3091
11 C 3.1086 -0.0097 1.4933  0.3208
12 C 3.4397 -1.3571 1.5610  -0.4467
13 C -2.0610 -2.5029 3.3739  -1.1254
14 C 3.8597 0.2800 3.7636  -0.7204
15 C 1.4154 3.6326 0.0481  0.3185
16 C 3.3189 0.8068 2.6023  -0.0585
17 C 2.5008 0.5684 0.2486  -0.8341
18 C -1.1750 -0.3887 4.1312  -1.1191
19 C -2.3277 -1.9205 2.0694  0.7320
20 C 0.6736 2.4843 -0.5676  -1.1190
21 C -1.5035 -1.7777 4.3595  -0.1006
22 C 2.8281 5.7109 1.2523  -0.4200
23 C 3.2579 5.1901 0.0404  -0.7032
24 C 4.1946 -1.0676 3.8254  -0.4132
25 C -2.8728 -1.9243 -2.2819  0.0662
26 C -3.2827 -3.3947 -6.2568  -0.4031
27 C -2.2627 -1.9320 -4.6659  0.1711
28 C -4.0796 -3.9198 -5.2449  -0.7203
29 C -2.9428 -2.5353 1.0331  -0.5902
30 C -2.3678 -2.3938 -5.9682  -0.8166
31 C 2.5560 4.1513 -0.5567  -0.1628
32 C -3.9680 -3.4464 -3.9491  -0.3229
33 C -1.3973 0.1174 2.8930  -0.1486
34 C 1.6910 5.1964 1.8631  -0.6972
35 C -3.0505 -2.4443 -3.6357  0.6827
36 C -1.2344 -0.4452 -3.0808  -0.3293
37 C 3.9849 -1.8842 2.7246  -0.6232
38 H -0.8096 -0.4783 -5.0677  0.2633
39 H 3.0526 1.8579 2.5562  0.3889
40 H 0.0942 3.7693 1.7377  0.4129
41 H 4.2346 -2.9358 2.7716  0.3834
42 H -3.3736 -3.7614 -7.2706  0.3896
43 H 2.4335 -0.1605 -0.5629  0.4712
44 H 4.1397 5.5905 -0.4420  0.3916
45 H 1.0847 2.1798 -1.5335  0.4211
46 H -0.4018 2.6650 -0.6614  0.5297
47 H 1.3487 5.6028 2.8055  0.4155
48 H 3.3753 6.5191 1.7193  0.4024
49 H -4.7949 -4.6993 -5.4720  0.4034
50 H -1.7392 -1.9746 -6.7450  0.3481
51 H 4.0151 0.9188 4.6228  0.3994
52 H 3.0303 1.4608 -0.0895  0.3463
53 H -2.3625 -3.5316 3.5358  0.3455
54 H 4.6114 -1.4803 4.7345  0.3916
55 H -3.1010 -3.6050 1.0118  0.3316
56 H -1.3333 -2.2197 5.3338  0.4071
57 H -0.7753 0.2394 4.9141  0.3984
58 H -0.5098 0.3447 -2.9148  0.3033
59 H 2.8928 3.7450 -1.5038  0.3985
60 H -1.1772 1.1618 2.6926  0.5876
61 H -4.5838 -3.8359 -3.1492  0.4750
62 H 3.2593 -1.9982 0.7066  0.3466

Properties
<S²>	0.7643
calculated total energy	-2848.4521	Ha
frontier orbital gap (alpha / beta)	4.70 / 4.76	eV
highest occupied orbital energy (alpha / beta)	-4.73 / -4.79	eV
molar mass	546.55	g mol⁻¹
multiplicity	2



[4]
Here is a molecular structure, C28H26AuN7S at a distorted geometry from the OMol25 dataset. Energies are from ωB97M-V with the def2-TZVPD basis set.

Each line ends with the Mulliken charge.
CARTESIAN COORDINATES (ANGSTROEM)
1 Au -0.0123 -0.0935 -0.7337  0.8260
2 S 0.0325 -5.6843 4.5261  0.2166
3 N -0.0199 -2.1695 -0.3664  0.0809
4 N -0.0059 1.8639 -1.0856  -0.1781
5 N 2.1569 0.2507 -1.1280  0.3537
6 N 0.0155 -5.7202 2.9206  -0.6284
7 N -2.1871 0.2546 -0.9897  0.3682
8 N 0.0330 -4.1034 4.8166  -0.6288
9 N 0.0062 -0.3473 1.7429  0.1186
10 C -2.5545 -0.4187 -2.2757  -0.9966
11 C -2.3625 1.7050 -1.1347  0.5283
12 C 3.7932 3.5753 -0.6205  -0.8776
13 C 0.0059 -1.6549 2.0582  0.0352
14 C 2.6769 4.3589 -0.3529  -0.8218
15 C -1.2414 2.4723 -1.3471  0.3637
16 C 0.0202 -3.5385 3.6222  0.8168
17 C -0.0245 -4.4050 -1.2004  -0.9941
18 C -0.0036 -3.9954 1.1601  0.3481
19 C -3.7799 3.6000 -1.4783  -0.9094
20 C 2.3498 1.6978 -0.9634  0.7535
21 C 2.5474 -0.2221 -2.4900  -0.9467
22 C 3.6237 2.2327 -0.9028  -0.5934
23 C -2.6660 4.3368 -1.8690  -0.7681
24 C 0.0102 -4.4515 2.5555  0.9016
25 C 1.4044 3.8214 -0.4594  -0.7262
26 C 2.8932 -0.4978 -0.0654  -1.0440
27 C 1.2374 2.4933 -0.8478  0.0201
28 C -2.9378 -0.3349 0.1598  -0.9453
29 C -0.0068 -2.6325 0.9221  -0.0545
30 C 0.0388 -1.1363 4.3895  -0.7185
31 C 0.0441 0.1981 4.0664  -0.9668
32 C -3.6255 2.2689 -1.1389  -0.5592
33 C -0.0273 -3.0361 -1.3908  -0.4165
34 C 0.0269 0.5577 2.7178  -0.6920
35 C 0.0204 -2.0901 3.3704  0.2771
36 C -0.0129 -4.8873 0.0865  -0.5404
37 C -1.4033 3.7773 -1.8108  -0.6508
38 H -0.0109 -5.9547 0.2912  0.5727
39 H 2.3466 -1.2898 -2.5715  0.3282
40 H 0.5428 4.4185 -0.1957  0.7228
41 H -2.3544 -1.4874 -2.1922  0.4073
42 H -2.6619 -1.3855 0.2593  0.2268
43 H 4.7897 3.9948 -0.5649  0.4210
44 H -4.7680 4.0439 -1.4894  0.4299
45 H 2.6457 -1.5578 -0.1460  0.2957
46 H -0.5452 4.3340 -2.1598  0.7217
47 H -0.0313 -5.0668 -2.0599  0.4798
48 H -4.5015 1.6642 -0.9225  0.3658
49 H 3.9699 -0.3789 -0.1850  0.5426
50 H -2.7832 5.3502 -2.2340  0.4263
51 H 3.6108 -0.0498 -2.6544  0.3689
52 H -2.6817 0.1933 1.0742  0.3480
53 H 0.0288 1.6027 2.4184  0.5741
54 H 0.0493 -1.4704 5.4228  0.5688
55 H 2.7962 5.3932 -0.0468  0.4308
56 H 0.0624 0.9644 4.8334  0.4527
57 H 2.5940 -0.1260 0.9112  0.3359
58 H -4.0137 -0.2777 -0.0074  0.4641
59 H -0.0370 -2.6108 -2.3896  0.6658
60 H 4.4936 1.5994 -1.0486  0.3874
61 H 1.9760 0.3150 -3.2407  0.3450
62 H -3.6135 -0.2679 -2.4788  0.4044
63 H -1.9692 0.0047 -3.0867  0.3624

Properties
calculated total energy	-1999.2297	Ha
total charge	+2
frontier orbital gap	5.42	eV
highest occupied orbital energy	-13.02	eV
molar mass	689.60	g mol⁻¹